Entry 1:
Molecular formula: C56H53BKN11
Method: DFT, ωB97M-V/def2-TZVPD

ORCA input file:
```
! RIJCOSX wB97M-V def2-TZVPD def2/J DEFGRID3
* xyz 0 1
K -0.034 -0.139 0.396
C 0.585 -2.452 2.949
C 1.681 -1.395 3.144
C 1.154 -0.115 3.744
C 1.884 0.639 4.657
C 1.309 1.783 5.185
C 0.030 2.139 4.788
C -0.612 1.334 3.864
N -0.068 0.235 3.359
N -0.132 -2.367 1.655
C 0.380 -3.409 0.737
C 0.657 -3.115 -0.735
C -0.305 -3.188 -1.732
C 0.080 -3.054 -3.055
C 1.421 -2.871 -3.343
C 2.311 -2.808 -2.284
N 1.949 -2.920 -1.012
C -1.597 -2.359 1.836
C -2.612 -1.453 1.053
C -3.961 -2.180 1.147
C -5.170 -1.271 0.859
C -4.758 0.189 0.561
C -3.550 0.647 1.289
N -2.540 -0.085 1.515
H -0.134 -2.360 3.763
H 1.037 -3.445 3.043
H 2.156 -1.176 2.183
H 2.477 -1.784 3.783
H 2.881 0.327 4.939
H 1.855 2.392 5.894
H -0.451 3.029 5.167
H -1.603 1.575 3.495
H -0.257 -4.303 0.802
H 1.367 -3.696 1.101
H -1.341 -3.320 -1.480
H -0.663 -3.094 -3.840
H 1.779 -2.766 -4.358
H 3.367 -2.652 -2.468
H -1.794 -2.025 2.856
H -1.960 -3.390 1.772
H -4.077 -2.939 1.917
H -6.062 -1.443 1.454
H -5.581 0.899 0.643
H -3.488 1.681 1.625
C -1.899 1.982 -4.585
C -0.814 1.355 -3.778
C 0.534 1.375 -4.054
C 1.126 0.684 -2.987
N 0.204 0.257 -2.137
N -0.997 0.668 -2.620
B -2.324 0.808 -1.802
N -2.094 2.067 -0.809
N -1.010 2.159 -0.002
C -1.059 3.339 0.600
C -2.186 4.053 0.177
C -2.808 3.221 -0.729
C -4.041 3.559 -1.496
C -0.016 3.793 1.532
C 1.263 3.243 1.529
C 2.232 3.719 2.397
C 1.946 4.756 3.273
C 0.675 5.308 3.285
C -0.297 4.826 2.425
N -3.065 -0.442 -1.252
N -2.606 -1.591 -0.481
C -3.832 -2.504 -0.369
C -5.045 -1.627 -0.634
C -4.474 -0.243 -0.947
C -5.317 0.426 -2.016
C -3.783 -3.862 -1.010
C -2.980 -4.878 -0.493
C -2.937 -6.132 -1.076
C -3.706 -6.404 -2.198
C -4.515 -5.411 -2.722
C -4.556 -4.156 -2.128
C 2.565 0.437 -2.788
C 3.107 0.026 -1.572
C 4.463 -0.238 -1.452
C 5.314 -0.072 -2.536
C 4.791 0.356 -3.747
C 3.435 0.603 -3.868
H -1.480 2.321 -5.532
H -2.332 2.846 -4.080
H -2.707 1.281 -4.793
H 1.005 1.849 -4.897
H -3.101 1.255 -2.581
H -2.481 5.055 0.437
H -4.185 4.639 -1.460
H -4.933 3.100 -1.067
H -3.975 3.257 -2.539
H 1.512 2.457 0.827
H 3.218 3.277 2.381
H 2.711 5.130 3.942
H 0.438 6.116 3.967
H -1.292 5.251 2.446
H -5.866 -1.980 -1.248
H -6.365 0.401 -1.706
H -5.223 -0.158 -2.934
H -5.054 1.448 -2.239
H -2.377 -4.687 0.381
H -2.299 -6.898 -0.653
H -3.673 -7.382 -2.658
H -5.121 -5.607 -3.596
H -5.186 -3.394 -2.565
H 2.482 -0.193 -0.717
H 4.843 -0.605 -0.508
H 6.371 -0.292 -2.440
H 5.439 0.483 -4.605
H 3.034 0.911 -4.825
N 3.693 0.747 1.683
C 4.809 1.020 1.720
C 6.199 1.374 1.699
C 6.966 1.311 2.857
C 8.304 1.663 2.801
C 8.866 2.073 1.600
C 8.094 2.137 0.448
C 6.754 1.789 0.489
H 6.517 0.990 3.787
H 8.909 1.616 3.696
H 9.911 2.347 1.563
H 8.534 2.462 -0.484
H 6.137 1.836 -0.397
*
```

Summary:
E in eV: -92325.362
Gap between HOMO and LUMO in eV: 7.7
Highest occupied orbital energy in eV: -7.46
LUMO level in eV: 0.2531


Entry 2:
Molecular formula: C35H40ClGeN6O2Pt
Method: DFT, ωB97M-V/def2-TZVPD

ORCA input file:
```
! RIJCOSX wB97M-V def2-TZVPD def2/J DEFGRID3
* xyz 4 2
Pt 1.476 0.567 -0.021
N 1.834 3.249 -5.577
C 1.633 2.557 -4.238
C 2.568 1.337 -4.178
C 2.224 0.345 -3.054
N 2.644 0.872 -1.690
C 0.747 -0.021 -3.076
C -0.139 1.210 -2.961
N 0.023 1.792 -1.600
C 0.146 2.206 -4.093
H 2.803 3.554 -5.714
H 1.240 4.079 -5.674
H 1.604 2.624 -6.356
H 1.927 3.304 -3.497
H 3.606 1.666 -4.070
H 2.510 0.779 -5.117
H 2.802 -0.559 -3.232
H 2.648 1.890 -1.690
H 3.600 0.586 -1.479
H 0.526 -0.685 -2.238
H 0.517 -0.569 -3.992
H -1.171 0.882 -3.084
H -0.879 1.864 -1.132
H 0.398 2.737 -1.600
H -0.444 3.115 -3.948
H -0.210 1.738 -5.016
Cl 1.964 -3.725 3.350
C 2.018 -3.251 1.716
C 2.451 -4.120 0.723
C 2.508 -3.658 -0.584
C 2.161 -2.352 -0.859
N 1.745 -1.515 0.106
C 1.659 -1.957 1.376
H 2.747 -5.132 0.972
H 2.838 -4.306 -1.385
H 2.212 -1.968 -1.867
H 1.320 -1.270 2.139
N 7.383 1.294 4.701
C 6.506 1.212 3.963
C 5.418 1.099 3.037
C 4.528 2.152 2.851
C 3.494 2.007 1.948
N 3.315 0.874 1.240
C 4.188 -0.138 1.413
C 5.242 -0.067 2.293
H 4.639 3.079 3.397
H 2.806 2.819 1.781
H 4.043 -1.026 0.812
H 5.923 -0.901 2.397
O 0.134 0.631 1.642
C 0.196 1.929 1.745
O 0.810 2.577 0.895
H -0.292 2.405 2.600
C -2.229 -1.494 -1.306
Ge -1.800 -0.697 0.433
C -1.773 -2.019 1.774
C -1.591 -3.371 1.413
C -1.447 -4.330 2.400
C -1.496 -3.954 3.742
C -1.643 -2.618 4.106
C -1.783 -1.648 3.130
C -3.138 0.637 0.872
C -2.817 1.982 0.820
C -3.796 2.985 0.947
C -5.099 2.617 1.113
C -5.479 1.254 1.161
C -6.838 0.894 1.323
C -7.217 -0.413 1.405
C -6.245 -1.432 1.332
C -4.925 -1.123 1.169
C -4.495 0.227 1.063
H -3.148 -2.045 -1.096
H -1.458 -2.160 -1.694
H -2.422 -0.713 -2.039
H -1.604 -3.680 0.373
H -1.324 -5.371 2.130
H -1.460 -4.715 4.510
H -1.667 -2.339 5.151
H -1.930 -0.613 3.416
H -1.790 2.298 0.680
H -3.519 4.030 0.909
H -5.867 3.373 1.223
H -7.580 1.682 1.379
H -8.261 -0.668 1.530
H -6.551 -2.467 1.413
H -4.198 -1.923 1.146
*
```

Summary:
E in eV: -122224.946
Gap between HOMO and LUMO (alpha / beta) in eV: 4.1 / 3.7
Highest occupied orbital energy (alpha / beta) in eV: -16.70 / -16.70
LUMO level (alpha / beta) in eV: -12.6055 / -12.9744


Entry 3:
Molecular formula: C16H20N4
Method: DFT, ωB97M-V/def2-TZVPD

ORCA input file:
```
! RIJCOSX wB97M-V def2-TZVPD def2/J DEFGRID3
* xyz 0 1
C 0.096 5.222 -0.288
N 0.480 3.867 0.166
C 1.886 3.804 0.555
C -0.515 3.168 0.988
C -0.306 1.632 0.933
C -0.461 0.986 -0.489
N -0.039 -0.393 -0.507
C 1.291 -0.712 -0.853
N 2.286 0.186 -1.059
N 1.783 -1.877 -1.014
C 0.986 -2.945 -0.628
C 1.521 -4.243 -0.694
C 0.711 -5.339 -0.428
C -0.636 -5.152 -0.069
C -1.151 -3.859 0.074
C -2.465 -3.675 0.509
C -2.984 -2.395 0.659
C -2.220 -1.291 0.254
C -0.868 -1.462 -0.124
C -0.323 -2.751 -0.205
H -0.978 5.204 -0.486
H 0.657 5.508 -1.177
H 0.286 5.987 0.504
H 2.498 4.205 -0.260
H 2.231 2.806 0.778
H 2.065 4.453 1.427
H -0.450 3.486 2.049
H -1.505 3.405 0.600
H -0.967 1.078 1.639
H 0.710 1.416 1.287
H 0.193 1.511 -1.201
H -1.493 1.119 -0.808
H 3.094 -0.276 -1.440
H 2.046 1.068 -1.474
H 2.519 -4.354 -0.990
H 1.097 -6.341 -0.425
H -1.301 -5.996 0.135
H -3.112 -4.497 0.776
H -4.028 -2.257 0.964
H -2.633 -0.294 0.324
*
```

Summary:
E in eV: -22877.043
Gap between HOMO and LUMO in eV: 7.4
Highest occupied orbital energy in eV: -6.67
LUMO level in eV: 0.7046
Structure (SMILES): CN(C)CCCN1C(N)=Nc2cccc3cccc1c23


Entry 4:
Molecular formula: C10H27BiCl2O2P2S
Method: DFT, ωB97M-V/def2-TZVPD

ORCA input file:
```
! RIJCOSX wB97M-V def2-TZVPD def2/J DEFGRID3
* xyz 2 1
C -2.445 -4.190 -2.875
C -1.917 -3.041 -2.095
H -3.228 -3.882 -3.575
H -2.850 -4.941 -2.184
H -1.620 -4.654 -3.432
O -2.194 -1.857 -2.141
Cl -0.688 -3.611 -0.896
Bi -0.175 -0.616 -0.233
P -2.051 -0.882 1.845
C -3.107 0.537 2.314
C -3.219 -2.270 1.749
H -3.833 -2.343 2.659
H -1.762 -1.504 4.204
H -2.662 -3.202 1.598
H -0.383 -2.032 3.167
H -3.775 0.765 1.472
H -3.877 -2.117 0.884
C -1.095 -1.221 3.375
H -3.706 0.320 3.213
H -0.528 -0.321 3.654
H -2.477 1.418 2.511
P 1.857 0.087 -2.158
C 1.948 1.765 -2.888
C 3.485 -0.074 -1.325
H 1.984 -2.043 -3.271
H 2.987 -0.825 -4.117
H 1.207 -0.820 -4.297
C 2.034 -1.001 -3.603
H 3.501 -1.023 -0.772
H 4.306 -0.049 -2.058
H 2.840 1.889 -3.522
H 1.972 2.519 -2.087
H 3.616 0.744 -0.603
H 1.047 1.933 -3.493
Cl 1.544 -1.983 1.019
C 2.249 3.249 0.981
S 1.558 1.853 1.861
C 0.595 2.767 3.065
O 0.474 1.293 0.872
H 2.774 3.892 1.696
H 1.410 3.782 0.522
H 2.941 2.895 0.204
H -0.073 3.459 2.544
H 0.006 2.053 3.654
H 1.299 3.315 3.701
*
```

Summary:
E in eV: -75187.414
Gap between HOMO and LUMO in eV: 7.4
Highest occupied orbital energy in eV: -14.42
LUMO level in eV: -7.0452


How do the records compare in energy relative to the best compared isomer or geometry (same formula, charge and spin)? In the order shown, they have 507.9 304.2 13.8 0.0 kJ/mol.